The following is a DFT calculation (ωB97M-V/def2-TZVPD) of an isolated ion of composition C4H4N2O3P and charge -1.

Spin multiplicity: 1
Orbital gap, eV: 7.87
Energy relative to the best compared isomer or geometry (same formula, charge and spin), eV: 0.813
LUMO energy, eV: 3.37
SMILES string: O=C([O-])c1cn(P)[nH]c1=O
Electronic energy, a.u.: -831.43831
Charge: -1

Geometry as XYZ:
```
14
C4H4N2O3P | OMol25 | ωB97M-V/def2-TZVPD
O 1.31 -2.48 -1.90
C 1.10 -1.30 -2.16
O 1.22 -0.63 -3.17
C 0.51 -0.52 -0.89
C -0.76 -0.48 -0.54
N -0.91 0.10 0.87
P -2.19 1.16 1.24
N 0.40 0.50 1.15
C 1.31 0.06 0.20
O 2.51 0.20 0.34
H -1.67 -0.80 -1.01
H -1.55 2.41 1.11
H -1.94 1.16 2.63
H 0.66 0.64 2.12
```

---

The following is a DFT calculation (ωB97M-V/def2-TZVPD) of a 2-piece molecular cluster, C5H10O2 overall.

Spin multiplicity: 1
Orbital gap, eV: 10.98
Energy relative to the best compared isomer or geometry (same formula, charge and spin), eV: 2.776
LUMO energy, eV: 0.89
SMILES string: C=CC1COC1.O
Electronic energy, a.u.: -346.92340
Charge: 0

Geometry as XYZ:
```
17
C5H10O2 | OMol25 | ωB97M-V/def2-TZVPD
C 1.92 -0.02 -0.77
C 0.66 -0.28 -1.14
C -0.57 0.47 -0.74
C -1.67 -0.37 -0.06
O -1.55 0.37 1.17
C -0.59 1.27 0.58
H 2.74 -0.64 -1.12
H 2.17 0.80 -0.11
H 0.48 -1.12 -1.81
H -0.94 1.04 -1.60
H -1.43 -1.44 0.09
H -2.67 -0.28 -0.50
H -0.99 2.28 0.50
H 0.33 1.28 1.16
O 0.97 -1.21 2.04
H 0.17 -0.68 2.18
H 0.99 -1.34 1.08
```

---

The following is a DFT calculation (ωB97M-V/def2-TZVPD) of an isolated molecule of C4H4N4O.

Spin multiplicity: 1
Orbital gap, eV: 9.38
Energy relative to the best compared isomer or geometry (same formula, charge and spin), eV: 3.980
LUMO energy, eV: 0.50
SMILES string: [H]/N=c1/[nH]n2nccc2o1
Electronic energy, a.u.: -448.94919
Charge: 0

Geometry as XYZ:
```
13
C4H4N4O | OMol25 | ωB97M-V/def2-TZVPD
H 3.52 0.80 0.14
N 3.07 -0.04 -0.28
C 1.77 -0.14 -0.14
N 0.96 -1.37 -0.06
N -0.41 -0.88 0.04
N -1.59 -1.18 -0.15
C -2.34 -0.11 -0.23
C -1.52 1.09 -0.05
C -0.25 0.52 0.05
O 0.95 0.98 -0.05
H 1.15 -1.77 0.92
H -3.40 -0.05 -0.50
H -1.92 2.14 0.33
```

---

The following is a DFT calculation (ωB97M-V/def2-TZVPD) of C2H4NO3P as an isolated structure.

Spin multiplicity: 1
Orbital gap, eV: 3.11
Energy relative to the best compared isomer or geometry (same formula, charge and spin), eV: 1.543
LUMO energy, eV: 4.78
Electronic energy, a.u.: -700.40560
Charge: -2

Geometry as XYZ:
```
11
C2H4NO3P | OMol25 | ωB97M-V/def2-TZVPD
C 0.56 0.16 0.26
C -0.52 0.79 1.02
N 1.31 -0.47 -0.34
O -2.77 1.10 -0.89
O -3.42 -0.39 1.12
O -1.94 -1.28 -0.83
P -2.68 -0.17 -0.19
H 11.87 -2.88 -3.89
H -1.63 0.46 0.83
H -0.37 1.96 0.82
H -0.43 0.71 2.09
```

---

The following is a DFT calculation (ωB97M-V/def2-TZVPD) of a 2-piece molecular cluster, C2HClN2S overall.

Spin multiplicity: 1
Orbital gap, eV: 9.11
Energy relative to the best compared isomer or geometry (same formula, charge and spin), eV: 1.363
LUMO energy, eV: -0.63
SMILES string: S=C=NCl.C#N
Electronic energy, a.u.: -1044.60625
Charge: 0

Geometry as XYZ:
```
7
C2HClN2S | OMol25 | ωB97M-V/def2-TZVPD
S -1.65 1.76 0.61
C -0.87 0.54 1.18
N -0.53 -0.59 1.42
Cl 0.89 -1.37 1.82
C 0.71 -0.19 -1.80
N 1.72 -0.35 -1.32
H -0.27 0.20 -1.91
```

---

The following is a DFT calculation (ωB97M-V/def2-TZVPD) of a 16-piece molecular cluster, C43H117NO17S2 overall.

Spin multiplicity: 1
Orbital gap, eV: 7.95
LUMO energy, eV: -0.37
Electronic energy, a.u.: -3838.36308
Charge: 0

Geometry as XYZ:
```
180
C43H117NO17S2 | OMol25 | ωB97M-V/def2-TZVPD
C 7.60 2.89 1.73
C 8.68 2.69 0.68
C 8.28 1.58 -0.31
C 8.55 2.00 -1.75
C 7.48 1.65 -2.78
C 6.13 2.37 -2.63
C 4.89 1.44 -2.73
C 4.11 1.15 -1.44
N 2.72 1.69 -1.46
C 2.14 1.59 -0.10
C 0.86 0.73 -0.11
C 1.23 -0.74 -0.20
C -0.03 -1.63 -0.16
C -0.03 -2.64 0.98
C -0.54 -2.04 2.30
C 0.39 -2.27 3.47
C 1.80 -1.74 3.26
C 2.69 3.02 -1.92
S 2.13 3.34 -3.39
S 3.29 4.32 -0.85
C 1.82 5.30 -0.33
C 0.46 4.90 -0.87
C -0.66 5.60 -0.09
C -1.93 4.75 0.07
C -2.49 4.86 1.50
O -2.11 3.78 2.31
C -0.76 3.79 2.68
O -2.90 5.27 -0.83
C -3.70 4.36 -1.57
C -3.38 4.34 -3.05
C -1.97 3.78 -3.28
C -4.37 3.44 -3.76
C -4.27 3.56 -5.26
H 7.84 3.72 2.38
H 7.45 2.00 2.32
H 6.67 3.10 1.23
H 9.62 2.41 1.14
H 8.79 3.62 0.15
H 7.23 1.37 -0.12
H 8.82 0.68 -0.04
H 9.44 1.46 -2.06
H 8.82 3.04 -1.79
H 7.37 0.57 -2.80
H 7.91 1.92 -3.74
H 6.15 2.92 -1.70
H 6.02 3.13 -3.40
H 5.29 0.49 -3.03
H 4.24 1.76 -3.52
H 4.01 0.08 -1.36
H 4.67 1.46 -0.57
H 2.80 1.13 0.62
H 1.85 2.55 0.30
H 0.40 0.91 0.86
H 0.26 1.05 -0.94
H 1.92 -1.01 0.57
H 1.72 -0.91 -1.15
H -0.10 -2.11 -1.13
H -0.88 -0.97 -0.05
H -0.71 -3.43 0.71
H 0.97 -3.01 1.10
H -0.76 -0.98 2.19
H -1.47 -2.53 2.53
H -0.02 -1.78 4.34
H 0.42 -3.34 3.64
H 2.34 -2.27 2.49
H 2.34 -1.81 4.19
H 1.76 -0.70 2.96
H 1.83 5.34 0.75
H 1.99 6.30 -0.70
H 0.42 5.23 -1.90
H 0.27 3.84 -0.85
H -1.00 6.46 -0.64
H -0.27 5.88 0.87
H -1.72 3.69 -0.06
H -2.24 5.82 1.94
H -3.56 4.79 1.40
H -0.48 4.76 3.08
H -0.58 3.02 3.41
H -0.09 3.59 1.84
H -4.72 4.74 -1.50
H -3.72 3.35 -1.18
H -3.46 5.36 -3.40
H -1.30 4.54 -3.65
H -1.62 3.35 -2.36
H -1.98 2.98 -4.00
H -5.39 3.58 -3.40
H -4.09 2.43 -3.48
H -4.24 4.61 -5.53
H -5.09 3.10 -5.78
H -3.36 3.10 -5.63
C 1.48 -0.30 -4.74
O 1.31 -0.45 -3.33
H 0.94 -1.10 -5.24
H 1.07 0.66 -5.07
H 2.53 -0.36 -5.02
H 1.79 0.29 -2.92
C 3.18 3.29 3.71
O 3.30 2.59 2.49
H 3.50 2.62 4.51
H 3.82 4.18 3.72
H 2.15 3.59 3.89
H 3.03 3.18 1.78
C -6.43 0.47 -3.02
O -5.00 0.50 -2.89
H -6.84 1.33 -2.50
H -6.71 0.53 -4.08
H -6.83 -0.44 -2.58
H -4.66 -0.27 -3.36
C 12.84 1.17 -2.86
O 11.47 0.84 -2.65
H 12.91 2.25 -2.92
H 13.46 0.81 -2.04
H 13.20 0.74 -3.80
H 11.40 -0.12 -2.60
C 1.57 -6.65 3.28
O 0.37 -5.95 3.59
H 2.20 -5.98 2.70
H 2.10 -6.94 4.19
H 1.36 -7.54 2.68
H -0.19 -6.55 4.10
C -9.84 -0.27 -1.82
O -9.65 1.14 -2.00
H -8.91 -0.70 -1.47
H -10.62 -0.45 -1.08
H -10.12 -0.73 -2.78
H -10.49 1.49 -2.31
C -3.69 -7.02 4.96
O -2.33 -6.71 4.63
H -3.96 -7.94 4.46
H -3.80 -7.16 6.04
H -4.35 -6.22 4.62
H -2.11 -5.90 5.09
C 7.34 -1.16 1.81
O 8.71 -1.48 1.56
H 7.30 -0.43 2.60
H 6.87 -0.75 0.91
H 6.80 -2.06 2.12
H 8.73 -2.13 0.85
C 0.02 -0.29 -8.38
O 1.39 -0.69 -8.27
H -0.24 0.28 -7.49
H -0.12 0.33 -9.26
H -0.62 -1.17 -8.44
H 1.60 -1.20 -9.05
C 7.38 -2.43 5.56
O 6.52 -2.57 6.68
H 8.38 -2.22 5.93
H 7.40 -3.35 4.98
H 7.06 -1.61 4.92
H 5.63 -2.76 6.36
C -6.56 7.46 -2.44
O -5.20 7.58 -2.85
H -7.18 7.46 -3.34
H -6.72 6.52 -1.91
H -6.86 8.29 -1.80
H -4.66 7.58 -2.06
C -4.03 -10.74 5.74
O -5.25 -10.05 6.05
H -3.40 -10.07 5.16
H -3.52 -11.02 6.66
H -4.25 -11.64 5.15
H -5.79 -10.65 6.56
C -6.83 -0.19 1.54
O -7.86 -0.25 0.57
H -6.82 -1.14 2.07
H -5.85 -0.05 1.07
H -7.01 0.61 2.26
H -7.87 0.59 0.10
C -13.47 -1.04 -1.04
O -13.28 0.36 -1.22
H -12.54 -1.47 -0.69
H -14.25 -1.22 -0.30
H -13.75 -1.51 -1.99
H -14.12 0.72 -1.54
C -5.85 -14.71 5.32
O -4.56 -14.15 5.50
H -6.58 -13.97 5.65
H -6.04 -14.94 4.26
H -5.98 -15.62 5.91
H -3.91 -14.80 5.20
```